21
Properties=species:S:1:pos:R:3:nbo_charge:R:1 method="wB97M-V/def2-TZVPD" homo_energy_ev=-13.199 orbital_gap_ha=0.2290 charge=+1 e_above_lowest_kj_mol=653.76 multiplicity=1
C 1.121 0.947 -0.290 0.01
O 1.680 1.763 0.695 -0.68
C 1.513 -0.517 -0.142 -0.08
C 0.442 -1.406 -0.784 -0.45
C -0.890 -1.416 -0.040 -0.14
C -1.327 -0.223 0.233 0.15
N -4.670 1.154 0.986 -1.05
N 2.783 -0.842 -0.765 -0.82
H -0.001 0.914 -0.248 0.14
H 1.372 1.330 -1.290 0.21
H 0.984 2.206 1.161 0.49
H 1.610 -0.617 0.952 0.21
H 0.364 -0.965 -1.785 0.27
H 0.802 -2.424 -0.912 0.27
H -1.332 -2.388 0.164 0.34
H -2.070 0.215 -0.448 0.28
H -5.321 0.408 1.135 0.37
H -3.741 0.802 1.081 0.33
H -4.850 1.542 0.068 0.37
H 3.436 -0.088 -0.705 0.39
H 3.181 -1.657 -0.324 0.38